2 unconnected molecules or ions with the total composition C3H4NO2S at a distorted geometry, computed with the ωB97M-V functional and the def2-TZVPD basis.

Cartesian coordinates (Å):
C: 0.207 1.514 -0.140
C: -2.658 -0.855 -0.016
C: 1.317 0.801 0.025
N: 1.307 -0.594 0.116
O: -0.569 2.357 -0.062
O: -1.499 -0.822 0.042
S: -4.149 -0.699 0.023
H: 2.179 1.314 -0.403
H: 1.547 -1.051 1.165
H: 1.918 -0.953 -0.663
H: 0.400 -1.012 -0.085

Atomic forces in eV per Å
-0.339 1.494 1.362
0.923 0.624 0.392
-0.081 1.936 -0.964
1.407 -3.723 1.850
0.012 -0.836 -0.648
1.427 -0.441 -0.242
-2.294 -0.162 -0.169
0.033 -0.348 0.422
-0.185 1.509 -3.426
-0.263 -0.201 1.444
-0.641 0.151 -0.021

net charge: +1
electronic energy: -719.829099 Eh
energy relative to the best compared isomer or geometry (same formula, charge and spin): 2.4 kJ/mol
HOMO level: -14.419 eV



A molecular structure, C21H22N6O7S2Se2Te2V at a distorted geometry, computed with the ωB97M-V functional and the def2-TZVPD basis.

Cartesian coordinates (Å):
V: 0.987 -0.257 1.834
O: 2.006 2.945 0.038
C: 1.642 2.033 1.011
O: 1.233 0.827 0.393
C: 2.838 1.749 1.990
O: 3.291 0.395 1.999
C: 4.333 0.115 1.042
C: 3.978 0.360 -0.453
O: 4.078 1.573 -0.815
O: 3.673 -0.625 -1.129
H: 2.714 2.483 -0.488
H: 2.486 1.933 3.007
H: 3.618 2.470 1.743
H: 4.594 -0.931 1.196
H: 5.168 0.770 1.314
Se: 1.510 -2.274 1.106
Te: 3.807 -6.713 0.329
Te: 0.641 -7.065 0.923
Se: 1.965 -4.866 0.694
N: 0.574 6.321 2.831
C: 0.498 4.907 2.922
C: 0.449 4.138 1.823
C: 0.369 2.631 1.837
C: 0.114 2.147 3.288
C: 0.163 3.032 4.393
C: 0.380 4.366 4.254
S: -0.178 0.547 3.815
O: -0.810 0.406 5.096
O: 1.207 -0.163 3.818
N: -0.896 -0.363 2.523
C: -1.773 0.348 1.681
N: -2.621 1.215 2.243
C: -3.370 1.909 1.395
C: -3.327 1.724 0.023
C: -2.478 0.723 -0.430
N: -1.712 0.025 0.389
H: 0.961 6.630 1.952
H: 1.075 6.725 3.608
H: 0.504 4.589 0.842
H: -0.456 2.335 1.177
H: 0.014 2.615 5.381
H: 0.389 5.030 5.110
H: -4.032 2.647 1.839
H: -3.925 2.318 -0.653
H: -2.390 0.479 -1.485
N: 1.156 -4.712 -2.869
C: 0.070 -3.877 -2.937
S: -0.003 -2.483 -2.076
N: -0.879 -4.355 -3.820
C: -1.992 -3.652 -4.315
C: -2.232 -3.654 -5.686
C: -3.319 -2.972 -6.210
C: -4.178 -2.279 -5.370
C: -3.953 -2.304 -3.999
C: -2.874 -2.989 -3.466
H: 1.847 -4.429 -2.189
H: 1.009 -5.709 -2.925
H: -0.563 -5.111 -4.406
H: -1.550 -4.182 -6.343
H: -3.484 -2.971 -7.281
H: -5.012 -1.723 -5.778
H: -4.631 -1.788 -3.330
H: -2.702 -3.013 -2.401

Atomic forces in eV per Å
2.217 -2.134 -1.785
-0.363 -0.070 -0.083
-0.186 0.605 0.489
-0.439 -0.260 1.756
-0.119 0.442 0.185
-0.596 0.339 -0.419
0.089 -0.041 0.037
-0.043 0.005 -0.001
-0.069 0.006 -0.015
0.185 -0.009 -0.019
0.194 0.069 0.106
0.098 0.033 0.030
0.212 -0.255 -0.045
-0.083 -0.009 0.025
0.083 -0.081 -0.051
-0.175 0.104 0.212
-0.447 0.544 0.220
0.165 0.482 0.035
0.359 -1.645 -0.504
-0.161 0.037 -0.021
-0.044 0.090 -0.102
-0.113 -0.046 0.328
0.271 -0.102 -0.285
-0.384 -0.235 0.266
0.100 0.253 -0.243
0.054 -0.040 0.152
-0.391 0.150 -0.217
-0.119 0.110 0.015
-1.705 0.155 -1.180
1.732 2.059 0.637
-0.367 -0.488 0.783
-0.059 0.018 -0.153
0.019 0.034 -0.019
0.020 0.022 0.005
0.006 -0.019 0.013
0.068 -0.040 -0.042
0.071 -0.006 0.025
0.084 -0.014 -0.038
0.024 0.002 -0.003
0.012 -0.029 -0.006
-0.041 0.010 0.000
-0.003 -0.017 0.011
-0.013 -0.013 0.001
-0.005 -0.003 -0.001
-0.038 -0.022 -0.001
0.069 0.034 -0.067
0.062 -0.048 0.121
-0.098 0.080 -0.267
-0.039 -0.137 0.011
-0.050 0.023 0.090
0.006 -0.031 0.005
-0.027 -0.010 -0.004
0.013 -0.003 -0.006
-0.016 -0.005 0.010
-0.007 -0.022 0.004
-0.066 -0.051 0.067
-0.029 0.023 0.037
0.046 0.084 -0.082
0.024 0.036 -0.006
0.000 0.002 -0.002
-0.020 -0.025 0.001
0.018 0.023 -0.003
0.015 0.036 -0.007

net charge: -2
electronic energy: -8747.929171 Eh
energy relative to the best compared isomer or geometry (same formula, charge and spin): 352.8 kJ/mol
HOMO level (alpha / beta): -1.541 / -1.549 eV
multiplicity: 4



A molecular structure, C30H37AlBFIN3O5, computed with the ωB97M-V functional and the def2-TZVPD basis.

Cartesian coordinates (Å):
Al: 0.301 0.341 0.672
C: 4.586 1.097 1.658
C: 3.862 2.186 0.928
N: 4.401 3.381 0.873
C: 3.745 4.365 0.235
C: 2.546 4.186 -0.408
C: 1.868 5.344 -1.086
O: 0.557 5.582 -0.584
C: 1.943 2.906 -0.365
C: 0.759 2.648 -1.153
N: -0.021 1.631 -1.022
C: -0.919 1.375 -2.094
C: -0.451 1.522 -3.403
C: -1.257 1.258 -4.497
C: -2.556 0.821 -4.299
C: -3.025 0.636 -3.010
C: -2.217 0.894 -1.911
I: -3.024 0.502 -0.036
C: 2.592 1.881 0.347
O: 2.116 0.677 0.496
H: 5.531 1.480 2.034
H: 4.767 0.246 0.998
H: 3.982 0.729 2.491
H: 4.223 5.339 0.244
H: 1.735 5.164 -2.156
H: 2.495 6.236 -0.990
H: 0.618 5.696 0.371
H: 0.560 3.352 -1.959
H: 0.582 1.804 -3.559
H: -0.861 1.376 -5.496
H: -3.200 0.606 -5.141
H: -4.031 0.274 -2.849
C: 1.737 -3.464 -2.147
C: 0.507 -3.574 -1.252
C: 0.411 -4.971 -0.664
O: 0.678 -2.628 -0.176
B: 0.013 -1.446 -0.497
O: -0.759 -1.652 -1.626
C: -0.790 -3.058 -1.939
C: -0.828 -3.219 -3.447
C: -2.063 -3.622 -1.317
H: 2.627 -3.670 -1.551
H: 1.827 -2.457 -2.554
H: 1.699 -4.177 -2.971
H: 1.356 -5.230 -0.184
H: 0.221 -5.708 -1.447
H: -0.382 -5.037 0.078
H: -0.019 -2.668 -3.923
H: -1.773 -2.831 -3.828
H: -0.752 -4.272 -3.728
H: -2.061 -3.484 -0.235
H: -2.189 -4.682 -1.542
H: -2.918 -3.078 -1.720
F: -5.292 3.609 3.142
C: -4.030 3.176 2.899
C: -3.575 2.041 3.542
C: -2.282 1.607 3.292
C: -1.444 2.278 2.399
C: -0.090 1.766 2.059
C: -1.944 3.428 1.788
C: -3.231 3.886 2.030
H: -4.225 1.519 4.233
H: -1.916 0.716 3.790
H: 0.384 1.349 2.954
H: 0.525 2.622 1.760
H: -1.317 3.971 1.088
H: -3.616 4.775 1.548
C: 0.375 -3.417 3.536
N: 1.575 -2.928 2.880
C: 2.743 -3.784 2.739
C: 1.537 -1.769 2.236
O: 0.543 -1.031 2.214
H: 0.651 -4.148 4.291
H: -0.303 -3.879 2.814
H: -0.143 -2.585 4.007
H: 2.614 -4.663 3.364
H: 3.644 -3.264 3.063
H: 2.868 -4.111 1.705
H: 2.458 -1.491 1.714

Atomic forces in eV per Å
0.231 0.016 -0.084
-0.007 -0.005 -0.004
-0.029 -0.046 -0.006
0.033 -0.068 0.042
-0.042 0.088 -0.060
-0.040 -0.074 -0.009
0.018 0.058 -0.024
-0.016 -0.009 0.016
0.221 -0.048 0.176
-0.230 -0.084 -0.037
0.133 0.072 0.131
-0.024 -0.040 -0.175
-0.050 -0.038 0.038
0.020 0.003 0.027
-0.002 -0.002 -0.026
-0.040 -0.019 0.027
0.046 0.048 -0.065
-0.019 0.076 0.019
0.072 0.239 -0.034
-0.271 -0.156 0.005
0.007 -0.002 -0.001
0.007 -0.005 -0.003
0.001 0.008 0.009
-0.015 0.009 -0.007
0.024 -0.015 0.012
-0.003 -0.019 0.010
0.003 0.002 -0.003
-0.025 -0.008 -0.005
0.014 0.014 0.011
0.000 0.000 -0.001
-0.002 0.000 -0.003
-0.005 0.005 0.003
-0.021 0.024 0.029
0.048 -0.066 -0.065
-0.008 0.044 -0.013
0.085 -0.139 0.129
-0.223 0.198 -0.001
0.009 -0.015 -0.128
-0.028 -0.027 -0.006
0.017 -0.023 0.024
0.024 0.041 0.006
-0.001 0.003 0.007
0.003 0.004 -0.010
0.001 -0.009 -0.005
0.011 0.002 0.001
-0.014 -0.007 -0.014
-0.002 -0.006 0.011
0.004 0.001 -0.006
-0.003 0.014 -0.002
-0.006 -0.011 -0.004
0.003 -0.013 0.012
-0.001 -0.011 -0.008
0.000 0.007 0.001
0.000 -0.005 0.000
-0.011 -0.027 0.027
-0.039 0.035 0.011
0.017 0.007 -0.057
0.059 0.003 -0.038
-0.094 -0.025 0.069
-0.011 0.016 0.028
-0.033 0.009 -0.009
-0.015 0.003 -0.001
0.003 -0.014 -0.003
-0.011 0.011 0.001
0.025 -0.053 -0.017
0.010 -0.013 -0.010
-0.012 0.005 -0.001
-0.077 -0.026 -0.054
0.019 0.085 0.142
0.027 -0.033 -0.069
0.025 -0.028 -0.050
0.207 0.037 0.092
0.008 0.010 0.011
0.007 -0.007 0.003
-0.005 -0.004 -0.009
0.001 0.015 0.020
0.005 -0.006 -0.029
-0.006 -0.012 0.008
-0.010 0.004 -0.002

electronic energy: -2370.897213 Eh
energy relative to the best compared isomer or geometry (same formula, charge and spin): 233.5 kJ/mol
HOMO level: -7.423 eV



What is the formula in the first record? C3H4NO2S



The lowest energy relative to the best compared isomer or geometry (same formula, charge and spin) belongs to which entry? C3H4NO2S